# C11H12NO2

A 2-piece molecular cluster, C11H12NO2 overall (wB97M-V/def2-TZVPD, the Open Molecules 2025 dataset).

Values from the calculation:
Molar mass: 190.22 g mol⁻¹
Max |F|: 0.6 eV/Å
HOMO-LUMO gap: 7.8 eV
Net charge: -1
Total energy: -631.6977 Eh
Relative energy (zero: lowest compared OMol25 entry of this formula, charge and spin): 0.0000 eV
LUMO level: 0.118 hartree

```
26
Properties=species:S:1:pos:R:3:lowdin_charge:R:1
C 3.836 -0.234 -0.798 -0.064
C 1.743 1.123 -0.153 -0.058
C 0.304 -0.457 0.426 -0.206
C 2.431 -0.049 -0.316 -0.239
C 1.517 -1.091 0.058 -0.147
C -0.815 -1.189 0.818 -0.016
C -0.709 -2.564 0.853 -0.120
C 1.592 -2.489 0.092 -0.054
C 0.485 -3.212 0.483 -0.130
N 0.476 0.889 0.290 0.103
H -0.271 1.574 0.421 0.092
H 2.101 2.115 -0.383 0.122
H -1.732 -0.684 1.095 0.109
H 3.936 0.066 -1.846 0.070
H 4.125 -1.285 -0.765 0.059
H -1.555 -3.167 1.164 0.088
H 2.516 -2.984 -0.184 0.094
H 0.530 -4.294 0.547 0.084
H 4.573 0.337 -0.239 0.066
C -4.081 2.129 -0.408 -0.053
C -2.902 3.013 0.014 -0.773
O -1.834 2.430 0.350 -0.111
O -3.112 4.240 0.012 -0.081
H -4.495 2.522 -1.338 0.057
H -4.873 2.175 0.344 0.058
H -3.785 1.089 -0.537 0.048
```